[1]
{"formula": "C27H33Cl6F3O2", "method": "wB97M-V/def2-TZVPD", "elements": ["F", "C", "C", "C", "C", "C", "C", "H", "H", "H", "H", "H", "F", "C", "C", "C", "C", "C", "C", "H", "H", "H", "H", "H", "F", "C", "C", "C", "C", "C", "C", "H", "H", "H", "H", "H", "C", "C", "C", "O", "H", "H", "H", "H", "H", "H", "C", "C", "C", "O", "H", "H", "H", "H", "H", "H", "Cl", "C", "Cl", "H", "H", "Cl", "C", "Cl", "H", "H", "Cl", "C", "Cl", "H", "H"], "coordinates": [[0.69, -24.91, 3.44], [1.12, -23.67, 3.02], [2.25, -23.07, 3.59], [2.61, -21.77, 3.31], [1.81, -21.08, 2.37], [0.67, -21.65, 1.84], [0.33, -22.96, 2.13], [2.75, -23.70, 4.31], [3.51, -21.39, 3.78], [2.04, -20.05, 2.13], [0.15, -21.04, 1.12], [-0.51, -23.45, 1.65], [-0.04, -25.30, 18.91], [-0.71, -24.76, 17.83], [-0.01, -24.60, 16.68], [-0.59, -23.96, 15.59], [-1.90, -23.59, 15.69], [-2.55, -23.67, 16.92], [-1.97, -24.26, 17.99], [1.00, -24.94, 16.58], [-0.06, -23.83, 14.65], [-2.51, -23.25, 14.88], [-3.56, -23.31, 17.05], [-2.49, -24.36, 18.93], [-7.43, -30.88, 16.46], [-6.43, -30.45, 15.65], [-6.44, -30.77, 14.29], [-5.49, -30.31, 13.47], [-4.52, -29.45, 13.97], [-4.50, -29.08, 15.34], [-5.43, -29.63, 16.18], [-7.18, -31.47, 13.92], [-5.51, -30.51, 12.41], [-3.84, -28.93, 13.31], [-3.81, -28.33, 15.68], [-5.52, -29.33, 17.21], [-5.64, -27.44, 8.02], [-6.60, -26.68, 8.92], [-8.00, -27.21, 9.11], [-6.23, -25.71, 9.53], [-5.22, -28.33, 8.48], [-4.88, -26.74, 7.67], [-6.18, -27.71, 7.11], [-8.02, -28.20, 9.57], [-8.45, -27.29, 8.12], [-8.61, -26.60, 9.79], [7.16, -22.38, 7.71], [6.25, -21.20, 7.99], [5.02, -21.53, 8.86], [6.44, -20.05, 7.51], [7.92, -22.37, 8.50], [7.60, -22.15, 6.74], [6.65, -23.33, 7.61], [4.09, -21.57, 8.30], [4.94, -20.80, 9.67], [5.19, -22.43, 9.47], [-0.23, -23.61, 9.33], [-0.17, -25.36, 8.88], [1.52, -25.89, 8.84], [-0.82, -25.94, 9.54], [-0.52, -25.34, 7.85], [0.17, -30.54, 8.54], [0.89, -30.91, 6.93], [-0.08, -30.61, 5.50], [1.74, -30.25, 6.85], [1.24, -31.94, 6.97], [5.13, -30.53, 11.13], [6.33, -29.16, 10.99], [7.27, -29.30, 9.50], [5.70, -28.26, 11.00], [6.98, -29.27, 11.86]], "energy_ha": -4259.7762, "de_lowest_kcal_mol": 39.4, "smiles": "Fc1ccccc1.Fc1ccccc1.Fc1ccccc1.CC(C)=O.CC(C)=O.ClCCl.ClCCl.ClCCl", "homo_energy_ev": -9.233}

=====

[2]
{"formula": "C27H33F3N5O5PPdSSi", "method": "wB97M-V/def2-TZVPD", "elements": ["Pd", "C", "N", "C", "N", "C", "N", "C", "P", "C", "C", "H", "H", "H", "H", "H", "H", "H", "H", "H", "H", "H", "H", "H", "F", "C", "F", "F", "S", "O", "O", "O", "O", "C", "N", "C", "C", "O", "N", "C", "C", "C", "C", "C", "C", "C", "C", "C", "C", "C", "C", "H", "H", "H", "H", "H", "H", "H", "H", "H", "H", "H", "C", "Si", "C", "C", "C", "C", "H", "H", "H", "H", "H", "H", "H", "H", "H"], "coordinates": [[-0.37, 1.16, -0.48], [5.09, 3.38, -0.05], [3.81, 4.18, -0.22], [3.56, 4.38, -1.72], [3.57, 3.14, -2.40], [4.81, 2.41, -2.18], [5.01, 2.16, -0.76], [4.06, 1.22, -0.21], [2.27, 1.82, -0.34], [2.67, 3.49, 0.43], [2.40, 2.34, -2.15], [5.26, 3.21, 1.02], [5.92, 3.98, -0.44], [3.92, 5.10, 0.21], [4.35, 5.03, -2.10], [2.58, 4.86, -1.82], [5.65, 3.00, -2.56], [4.77, 1.46, -2.71], [4.29, 1.04, 0.84], [4.16, 0.27, -0.74], [2.89, 3.34, 1.49], [1.79, 4.13, 0.36], [1.50, 2.89, -2.44], [2.44, 1.42, -2.75], [-2.64, 5.17, -1.78], [-2.20, 4.73, -0.62], [-3.06, 3.80, -0.17], [-2.18, 5.73, 0.25], [-0.55, 3.88, -0.77], [0.46, 4.86, -1.03], [-0.73, 2.92, -1.85], [-0.36, 3.20, 0.51], [0.11, -0.71, -1.84], [0.24, -1.41, -0.83], [0.22, -2.74, -0.74], [0.37, -3.19, 0.63], [0.50, -1.75, 1.35], [0.66, -1.63, 2.53], [0.43, -0.84, 0.40], [1.65, -3.95, 0.87], [2.25, -4.64, -0.20], [3.39, -5.39, 0.02], [3.97, -5.43, 1.28], [3.38, -4.75, 2.34], [2.23, -4.01, 2.13], [-0.87, -3.87, 1.18], [-1.70, -4.59, 0.32], [-2.79, -5.27, 0.83], [-3.10, -5.20, 2.18], [-2.28, -4.48, 3.03], [-1.17, -3.82, 2.53], [0.04, -3.34, -1.53], [1.81, -4.62, -1.18], [3.82, -5.95, -0.79], [4.89, -5.98, 1.43], [3.83, -4.77, 3.32], [1.81, -3.44, 2.94], [-1.47, -4.68, -0.73], [-3.40, -5.87, 0.17], [-3.99, -5.69, 2.56], [-2.51, -4.42, 4.09], [-0.57, -3.23, 3.20], [-6.32, -0.34, -1.40], [-5.54, 1.01, -0.28], [-6.08, 0.99, 1.56], [-6.11, 2.71, -1.01], [-3.70, 0.75, -0.33], [-2.49, 0.66, -0.33], [-7.40, -0.24, -1.41], [-6.07, -1.32, -1.01], [-5.97, -0.27, -2.42], [-7.14, 1.17, 1.65], [-5.56, 1.75, 2.14], [-5.86, 0.02, 1.99], [-7.18, 2.71, -1.20], [-5.58, 2.88, -1.94], [-5.87, 3.51, -0.31]], "energy_ha": -3154.4033, "total_charge": 2, "homo_energy_ev": [-13.908, -13.921]}

=====

[3]
{"formula": "C27H33F5N2O19", "method": "wB97M-V/def2-TZVPD", "elements": ["C", "C", "O", "C", "C", "O", "C", "O", "C", "O", "N", "C", "C", "C", "C", "C", "N", "C", "H", "H", "H", "H", "H", "H", "H", "H", "H", "H", "H", "H", "H", "H", "H", "H", "H", "H", "O", "C", "O", "C", "C", "F", "O", "H", "H", "H", "O", "C", "O", "C", "C", "F", "O", "H", "H", "H", "O", "C", "O", "C", "C", "F", "O", "H", "H", "H", "O", "C", "O", "C", "C", "F", "O", "H", "H", "H", "O", "C", "O", "C", "C", "F", "O", "H", "H", "H"], "coordinates": [[1.64, -2.81, -0.57], [0.17, -2.66, 0.03], [-0.55, -1.85, -0.90], [-1.92, -2.21, -1.03], [-2.47, -2.16, -2.51], [-1.65, -2.83, -3.47], [-0.56, -2.08, -3.95], [-0.51, -0.72, -3.52], [0.77, -0.21, -3.53], [1.61, -0.54, -4.33], [1.06, 0.79, -2.55], [1.90, 1.87, -3.11], [-0.15, 1.28, -1.91], [-0.31, 1.02, -0.47], [-1.55, 1.48, 0.15], [-2.51, 2.16, -0.70], [-2.38, 2.44, -2.02], [-1.22, 2.00, -2.57], [2.33, -3.34, 0.12], [1.52, -3.32, -1.56], [2.00, -1.77, -0.82], [-0.28, -3.66, 0.22], [0.31, -2.07, 0.98], [-2.53, -1.44, -0.46], [-2.20, -3.20, -0.59], [-2.80, -1.12, -2.81], [-3.43, -2.74, -2.47], [0.39, -2.60, -3.63], [-0.56, -2.11, -5.07], [2.96, 1.52, -3.22], [1.91, 2.78, -2.46], [1.56, 2.20, -4.13], [0.49, 0.49, 0.08], [-1.71, 1.28, 1.24], [-3.47, 2.48, -0.21], [-1.07, 2.22, -3.66], [0.76, 0.39, 2.63], [1.75, 1.06, 2.58], [2.57, 1.26, 3.64], [3.70, 2.00, 3.15], [3.14, 2.65, 1.92], [4.09, 2.81, 0.97], [2.18, 1.71, 1.46], [4.51, 1.30, 2.92], [4.05, 2.72, 3.89], [2.65, 3.61, 2.11], [-5.81, -3.17, -1.36], [-6.04, -2.14, -1.90], [-5.25, -1.03, -1.80], [-5.79, -0.06, -2.70], [-7.22, -0.50, -2.83], [-7.71, -0.22, -4.06], [-7.13, -1.91, -2.69], [-5.25, -0.10, -3.65], [-5.70, 0.94, -2.29], [-7.89, -0.10, -2.06], [4.96, 4.98, 5.62], [5.66, 4.10, 6.01], [6.73, 4.28, 6.81], [7.22, 2.97, 7.15], [6.69, 2.14, 6.02], [6.41, 0.88, 6.44], [5.47, 2.79, 5.69], [6.81, 2.68, 8.12], [8.30, 2.96, 7.21], [7.34, 2.10, 5.15], [-8.79, 0.95, -10.42], [-8.12, 0.66, -9.48], [-8.59, 0.05, -8.36], [-7.46, -0.24, -7.55], [-6.46, 0.76, -8.02], [-5.19, 0.27, -7.93], [-6.78, 0.91, -9.39], [-7.14, -1.27, -7.72], [-7.70, -0.13, -6.49], [-6.51, 1.73, -7.52], [6.50, -0.07, 8.64], [6.07, -1.17, 8.51], [5.25, -1.56, 7.50], [5.07, -2.97, 7.63], [5.35, -3.19, 9.08], [5.90, -4.41, 9.29], [6.32, -2.20, 9.37], [5.77, -3.49, 6.98], [4.05, -3.26, 7.35], [4.49, -3.06, 9.74]], "energy_ha": -3087.0232, "de_lowest_kcal_mol": 0.0, "smiles": "CCOCCOCOC(=O)N(C)c1cccnc1.O=C1OC[C@@H](F)O1.O=C1OC[C@@H](F)O1.O=C1OC[C@@H](F)O1.O=C1OC[C@@H](F)O1.O=C1OC[C@@H](F)O1", "homo_energy_ev": -9.213}

=====

One value per record, in order, for max |F|: 0.0766 0.0659 0.0674 Eh/bohr.